Formula: C21H29N3O4
Source: the OMol25 dataset
Level of theory: the ωB97M-V functional and the def2-TZVPD basis

The value obtained for the HOMO energy is -8.988 eV. The LUMO energy comes out at 0.520 eV. The calculation puts the energy above the lowest of the compared OMol25 structures with the same formula, charge and spin at 6.54 kcal/mol. Its HOMO-LUMO gap is 9.51 eV. As for the SMILES: CCOC(=O)N1CCN(C(=O)[C@H]2CCC(=O)N(CCc3ccccc3)C2)CC1.

The geometry in XYZ format:
```
57
Properties=species:S:1:pos:R:3:nbo_charge:R:1
C -6.0316 -2.2149 1.0214 -0.636
C -6.4035 -0.7881 0.6441 -0.068
O -5.2589 0.0638 0.6060 -0.523
C -4.5279 0.0153 -0.5282 0.896
O -4.7848 -0.6766 -1.4854 -0.665
N -3.4775 0.8674 -0.4673 -0.454
C -2.5124 0.8984 -1.5410 -0.229
C -1.1041 0.7045 -0.9862 -0.216
N -0.8163 1.7235 0.0082 -0.450
C 0.3833 1.8914 0.6143 0.707
O 0.5450 2.7232 1.4880 -0.641
C 1.5215 1.0118 0.1084 -0.332
C 2.1364 1.6272 -1.1684 -0.392
C 3.5648 2.1157 -0.9189 -0.491
C 4.3978 0.9743 -0.3736 0.683
O 5.4498 0.6047 -0.8583 -0.638
N 3.8308 0.3864 0.7033 -0.449
C 4.4607 -0.7742 1.2946 -0.196
C 4.2802 -2.0356 0.4316 -0.439
C 2.8377 -2.2934 0.1077 -0.022
C 2.3627 -2.1175 -1.1862 -0.217
C 1.0285 -2.3348 -1.4868 -0.215
C 0.1470 -2.7251 -0.4921 -0.236
C 0.6095 -2.9000 0.8022 -0.225
C 1.9444 -2.6881 1.0975 -0.177
C 2.5838 0.8963 1.2128 -0.210
C -1.9491 2.5023 0.4732 -0.239
C -3.1445 1.5983 0.7414 -0.214
H -6.9325 -2.8156 1.1060 0.216
H -5.5038 -2.2286 1.9722 0.207
H -5.3934 -2.6436 0.2529 0.224
H -7.0594 -0.3402 1.3936 0.187
H -6.8909 -0.7735 -0.3359 0.200
H -2.7639 0.0889 -2.2294 0.256
H -2.5795 1.8473 -2.0848 0.192
H -0.3853 0.7617 -1.8077 0.209
H -1.0356 -0.2936 -0.5342 0.205
H 1.1447 0.0124 -0.1095 0.242
H 2.1605 0.8763 -1.9607 0.213
H 1.5295 2.4660 -1.5168 0.218
H 4.0170 2.4688 -1.8457 0.238
H 3.5578 2.9372 -0.2000 0.226
H 4.0418 -0.9237 2.2909 0.196
H 5.5320 -0.5703 1.3843 0.226
H 4.8465 -1.8967 -0.4895 0.235
H 4.7025 -2.8832 0.9756 0.218
H 3.0481 -1.8122 -1.9638 0.219
H 0.6745 -2.2010 -2.4990 0.216
H -0.8926 -2.9029 -0.7271 0.219
H -0.0718 -3.2092 1.5817 0.215
H 2.3000 -2.8402 2.1070 0.202
H 2.2179 0.2300 1.9951 0.218
H 2.7252 1.8890 1.6589 0.222
H -2.2108 3.2665 -0.2664 0.192
H -1.6373 3.0045 1.3915 0.261
H -2.9069 0.8950 1.5490 0.197
H -4.0051 2.1950 1.0570 0.217
```

Formula: C22H30CoFN10O4P
Source: the OMol25 dataset
Level of theory: the ωB97M-V functional and the def2-TZVPD basis

The value obtained for the HOMO energy (spin up / spin down) is -16.137 / -16.133 eV. The LUMO energy (spin up / spin down) comes out at -7.820 / -10.955 eV. Its expectation value of S² is 6.022. Its total charge is +3. Its spin multiplicity is 5. The calculation puts the energy above the lowest of the compared OMol25 structures with the same formula, charge and spin at 0.00 kcal/mol. Its HOMO-LUMO gap (spin up / spin down) is 8.32 / 5.18 eV.

The geometry in XYZ format:
```
69
Properties=species:S:1:pos:R:3:nbo_charge:R:1
Co 0.0436 -0.0266 0.1025 1.527
C 2.7918 0.7761 -4.5855 -0.413
N 2.5469 0.2857 -3.2240 -0.302
C 3.4383 -0.4266 -2.4696 -0.045
C 2.8282 -0.6657 -1.2720 -0.083
N 1.5781 -0.1130 -1.2930 -0.595
C 1.4287 0.4635 -2.4801 0.078
P 0.0418 1.5501 -2.9625 0.789
C -1.3630 0.4813 -2.4681 0.090
N -1.5241 -0.1127 -1.2899 -0.602
C -2.7649 -0.6956 -1.3106 -0.105
C -3.3560 -0.4483 -2.5150 -0.036
N -2.4639 0.2927 -3.2361 -0.301
C -2.6843 0.7920 -4.6002 -0.413
C 0.0552 2.5644 -1.4482 0.069
N 0.0305 2.0823 -0.2142 -0.566
C 0.0366 3.1602 0.6219 -0.070
C 0.0644 4.3083 -0.1183 -0.040
N 0.0750 3.9193 -1.4259 -0.300
C 0.1232 4.8216 -2.5806 -0.412
H 3.6876 0.2993 -4.9697 0.245
H 2.9395 1.8532 -4.5850 0.231
H 1.9577 0.5235 -5.2338 0.228
H 4.4221 -0.6786 -2.8300 0.254
H 3.2217 -1.1519 -0.3940 0.237
H -3.1798 -1.2040 -0.4540 0.225
H -4.3267 -0.7197 -2.8963 0.255
H -3.6047 0.3619 -4.9817 0.245
H -1.8641 0.4964 -5.2482 0.230
H -2.7751 1.8752 -4.6004 0.233
H 0.0278 3.0557 1.6939 0.210
H 0.0787 5.3447 0.1754 0.250
H 0.1770 5.8429 -2.2188 0.246
H -0.7712 4.7132 -3.1891 0.228
H 1.0037 4.6193 -3.1848 0.227
N 0.2079 -5.3608 0.3390 -0.494
C -0.6983 -4.6200 1.2890 -0.243
C -0.2405 -3.1702 1.4034 -0.257
N -0.1704 -2.4834 0.1078 -0.650
C 0.7142 -3.2226 -0.8017 -0.256
C 0.2914 -4.6721 -0.9997 -0.244
H -0.1218 -6.3205 0.2181 0.455
H 1.1436 -5.4321 0.7458 0.438
H -0.6782 -5.1287 2.2508 0.255
H -1.7047 -4.6893 0.8774 0.230
H 0.7558 -3.1323 1.8532 0.218
H -0.9200 -2.6383 2.0671 0.247
H -1.1003 -2.4430 -0.3041 0.381
H 1.7261 -3.1854 -0.3903 0.218
H 0.7463 -2.7315 -1.7726 0.252
H 0.9981 -5.2162 -1.6230 0.257
H -0.6986 -4.7418 -1.4497 0.230
F -3.5126 1.4031 5.5108 -0.191
C -2.2818 1.7652 5.4148 0.451
C -1.3689 0.9183 4.7866 0.086
N -0.1031 1.2610 4.6792 -0.268
C 0.8657 0.3862 4.0081 -0.357
C 0.5318 0.1092 2.5402 0.756
O 1.4824 -0.1304 1.7771 -0.698
O -0.6777 0.1133 2.1518 -0.792
C 0.4132 2.5286 5.2155 0.786
O 1.5602 2.8014 5.0745 -0.469
N -0.5194 3.3095 5.8433 -0.629
C -1.8909 3.0794 5.9804 0.561
O -2.6567 3.8473 6.4693 -0.393
H -1.6838 -0.0292 4.3717 0.276
H 0.9027 -0.5699 4.5343 0.258
H 1.8418 0.8503 4.0770 0.301
H -0.1701 4.1818 6.2298 0.473
```

Formula: C57H96ClN5O28
Source: the OMol25 dataset
Level of theory: the ωB97M-V functional and the def2-TZVPD basis

The value obtained for the HOMO energy is -8.435 eV. The LUMO energy comes out at 0.221 eV. Its HOMO-LUMO gap is 8.66 eV.

The geometry in XYZ format:
```
187
Properties=species:S:1:pos:R:3:mulliken_charge:R:1
C -1.2151 3.5253 -1.4204 -1.682
C -0.6868 2.0938 -1.4152 2.168
C -1.2138 1.1997 -0.3031 -0.113
N -0.9583 -0.2694 -0.4642 1.272
C -1.3483 -0.9098 0.8503 -0.634
C -0.9960 -2.3733 0.8827 0.687
C 0.4661 -2.7102 0.5216 0.607
C 0.8718 -2.0264 -0.7786 -0.186
C 0.5091 -0.5560 -0.8015 -0.462
C -1.8216 -0.8998 -1.5302 0.829
H -0.6665 4.0926 -0.6708 -0.532
H -2.2905 3.4988 -1.2240 0.339
H -1.0751 3.9444 -2.4145 0.651
H 0.3982 2.1589 -1.4815 0.117
H -1.0174 1.6434 -2.3608 -1.166
H -2.2915 1.3111 -0.1757 0.677
H -0.6804 1.5488 0.5830 -0.428
H -0.7306 -0.3869 1.5851 0.112
H -2.3905 -0.6766 1.0614 0.041
H -1.2004 -2.7948 1.8654 0.242
H -1.6187 -2.9928 0.2320 -0.067
H 1.1198 -2.3402 1.3164 -0.971
H 0.4493 -3.7971 0.4678 0.515
H 1.9439 -2.0978 -0.9644 -0.088
H 0.4183 -2.5438 -1.6275 -0.104
H 1.0254 0.0644 -0.0621 -0.107
H 0.6830 -0.0686 -1.7592 0.265
H -1.5358 -0.4244 -2.4658 -0.425
H -2.8681 -0.7527 -1.2704 -0.055
H -1.7413 -1.9799 -1.5936 -0.616
Cl -5.2309 0.0447 -0.1126 -0.691
O 3.4647 6.2743 0.0551 -0.485
C 3.2793 6.9800 -0.8991 0.780
O 2.1144 7.1655 -1.5260 -0.407
C 0.9676 6.5394 -0.9581 0.936
C -0.2662 6.7792 -1.8163 -1.630
C 4.3879 7.8776 -1.4299 -1.190
H 0.7634 7.0776 -0.0303 0.584
H 1.0569 5.4627 -0.8212 -0.408
H -1.0913 6.1675 -1.4672 0.224
H -0.0293 6.6811 -2.8779 0.402
H -0.6093 7.8148 -1.7391 0.443
H 4.5427 7.6325 -2.4859 0.324
H 5.3357 7.6386 -0.9614 0.332
H 4.0809 8.9172 -1.3532 0.333
O 2.0205 4.7196 3.1669 -0.614
C 1.9082 3.9334 2.2571 0.593
O 0.7205 3.5160 1.8078 0.289
C -0.4528 3.9644 2.4923 0.017
C -0.7340 5.4399 2.3029 -1.317
C 3.0890 3.3927 1.5037 -1.003
H -0.5174 3.6784 3.5434 0.435
H -1.2236 3.3873 1.9780 -0.080
H -0.4447 5.7452 1.2973 0.020
H -0.1513 6.0675 2.9760 0.378
H -1.7925 5.6265 2.4873 0.441
H 3.0237 2.2979 1.5453 0.079
H 4.0065 3.5300 2.0714 0.437
H 3.1232 3.7724 0.4873 0.082
C 4.6511 -3.1674 -0.3100 -0.486
C 5.0274 -3.6128 1.1119 -1.079
C 4.1624 -2.9247 2.2016 0.476
C 4.0698 -1.4686 2.0293 0.378
N 3.9919 -0.3302 1.8786 -0.491
H 4.7304 -2.0785 -0.3133 -0.074
H 3.6327 -3.4679 -0.5557 0.129
H 5.3113 -3.6101 -1.0551 0.526
H 6.0682 -3.3653 1.3269 0.398
H 4.9605 -4.6988 1.1656 0.415
H 4.6026 -3.1572 3.1671 0.530
H 3.1197 -3.2424 2.1444 -0.547
C 4.9622 1.2072 -1.5748 0.033
C 5.8163 0.4813 -2.6127 -0.783
C 5.0941 -0.6988 -3.2868 -0.225
C 3.6556 -0.5131 -3.4714 0.067
N 2.5153 -0.4096 -3.5592 -0.329
H 5.4420 2.1428 -1.2877 0.480
H 4.6646 0.6241 -0.7024 0.089
H 4.0001 1.4792 -2.0212 -0.489
H 6.7096 0.1023 -2.1120 0.341
H 6.1811 1.1342 -3.4059 0.379
H 5.0278 -1.5607 -2.6113 -0.032
H 5.6019 -1.0062 -4.1978 0.387
C 2.0960 3.4530 -2.9155 0.811
C 3.2716 4.2719 -3.4556 -0.830
C 3.5342 4.0797 -4.9392 -0.717
C 3.6151 2.6973 -5.4374 0.292
N 3.6513 1.6139 -5.8144 -0.522
H 1.9978 3.5936 -1.8380 -0.799
H 2.2120 2.3854 -3.1168 -0.089
H 1.1306 3.7376 -3.3432 0.415
H 4.1106 3.9561 -2.8229 0.300
H 3.1971 5.3010 -3.1008 0.229
H 4.4619 4.5511 -5.2707 0.484
H 2.7394 4.5544 -5.5204 0.338
C 2.0995 2.6859 6.2107 -0.712
C 3.0163 1.4668 5.9602 -0.836
C 3.2358 1.0800 4.4985 -0.337
C 2.0325 0.8372 3.7062 0.135
N 1.0909 0.6716 3.0751 -0.262
H 2.6784 3.6027 6.2956 0.320
H 1.4109 2.5665 7.0430 0.321
H 1.4718 2.7816 5.3172 -0.071
H 2.5808 0.6063 6.4734 0.263
H 3.9512 1.7333 6.4513 0.533
H 3.9567 0.2727 4.4288 0.422
H 3.6092 1.9963 4.0214 0.248
C -4.3805 1.9352 2.9351 -0.162
C -5.3865 0.8730 3.3375 -0.353
O -4.5997 -0.1560 3.9177 -0.393
C -3.3145 0.0411 3.6256 0.288
O -2.4568 -0.7812 3.7989 -0.290
O -3.1284 1.2285 3.0500 -0.019
H -4.3361 2.8026 3.5941 0.312
H -4.5377 2.2723 1.9123 0.127
H -5.9300 0.5181 2.4600 0.145
H -6.1433 1.2445 4.0283 0.295
C -3.8441 1.8518 -3.2763 0.531
C -5.0241 2.8283 -3.0226 -0.459
O -4.7694 3.8566 -3.9759 -0.408
C -3.4619 3.8279 -4.3199 0.509
O -2.9310 4.6465 -4.9997 -0.583
O -2.9069 2.6782 -3.9568 -0.104
H -4.1358 1.0715 -3.9763 0.420
H -3.5117 1.4942 -2.3057 -0.552
H -4.9761 3.2239 -2.0074 0.220
H -5.9898 2.3597 -3.1825 0.364
C -4.7138 -2.9505 -2.6740 0.252
C -4.6651 -3.5132 -1.2547 0.728
O -5.5273 -4.6350 -1.2835 -0.454
C -6.0269 -4.8284 -2.5324 0.486
O -6.7849 -5.6857 -2.8259 -0.571
O -5.4981 -3.9200 -3.3717 -0.425
H -3.7254 -2.8918 -3.1279 0.120
H -5.1948 -1.9741 -2.6514 0.139
H -5.1838 -2.7986 -0.6077 0.406
H -3.6913 -3.7199 -0.8116 -0.815
C -0.0821 1.5139 -6.7216 -0.593
C 0.3186 1.4088 -5.2384 1.079
O -0.8119 0.6658 -4.7634 0.045
C -1.4607 0.0433 -5.7673 0.371
O -2.2945 -0.7842 -5.6206 -0.516
O -1.0094 0.4834 -6.9495 -0.388
H 0.7567 1.4590 -7.4204 0.388
H -0.4923 2.4952 -6.9822 0.227
H 0.3587 2.4576 -4.9519 -0.404
H 1.2582 0.8873 -5.0906 -0.234
C 0.0304 -1.9959 5.4905 -0.135
C 0.2306 -2.3141 3.9976 1.161
O 1.6031 -2.6890 3.9476 0.310
C 2.2330 -2.2502 5.0419 0.145
O 3.4173 -2.2226 5.2045 -0.604
O 1.3496 -1.8776 5.9861 -0.393
H -0.4946 -2.8267 5.9658 0.251
H -0.5434 -1.0791 5.6114 0.275
H -0.0198 -1.4680 3.3665 -0.818
H -0.4060 -3.1774 3.8148 -0.333
C -2.1753 -6.9438 -1.8700 -0.406
C -0.8427 -6.7067 -1.1359 0.300
O -0.3277 -5.5278 -1.7298 -0.282
C -1.2693 -4.9065 -2.4442 0.608
O -1.1671 -3.8293 -2.9536 -0.501
O -2.3581 -5.6735 -2.5619 -0.335
H -3.0739 -7.0211 -1.2637 0.244
H -2.1868 -7.6841 -2.6682 0.299
H -0.1319 -7.5002 -1.3702 0.361
H -0.9467 -6.6287 -0.0554 -0.289
C -0.8859 -6.6161 4.1260 0.019
C -0.7504 -7.7462 3.0972 -0.200
O 0.3166 -7.3177 2.2686 -0.423
C 0.8539 -6.1533 2.7137 0.758
O 1.7455 -5.6156 2.1459 -0.485
O 0.2347 -5.7790 3.8330 -0.230
H -0.7538 -6.9323 5.1565 0.350
H -1.8260 -6.0949 3.9458 -0.121
H -1.6096 -7.8436 2.4322 0.168
H -0.6134 -8.7114 3.5873 0.279
C -5.4204 -4.3696 2.9962 -0.547
C -4.2253 -3.4500 2.8113 0.001
O -3.5562 -4.0594 1.7140 0.523
C -3.8703 -5.3685 1.6921 0.102
O -3.2777 -6.2100 1.0899 -0.471
O -4.8743 -5.6190 2.5489 -0.417
H -6.2405 -4.0757 2.3381 0.300
H -5.8151 -4.3468 4.0083 0.377
H -3.6207 -3.4003 3.7174 0.234
H -4.5277 -2.4575 2.4834 -0.024
```

Formula: C5H12O3
Source: the OMol25 dataset
Level of theory: the ωB97M-V functional and the def2-TZVPD basis

The value obtained for the HOMO energy is -7.925 eV. The LUMO energy comes out at 0.693 eV. The calculation puts the energy above the lowest of the compared OMol25 structures with the same formula, charge and spin at 129.15 kcal/mol. Its HOMO-LUMO gap is 8.62 eV.

The geometry in XYZ format:
```
20
Properties=species:S:1:pos:R:3:nbo_charge:R:1
O -1.6282 -2.5212 0.7511 -0.830
C -2.3634 -1.7472 1.6228 -0.067
C -1.6522 -0.5019 2.1312 -0.088
O -1.2158 0.3192 1.0171 -0.518
C -0.5932 1.5441 1.4071 -0.252
H -2.6426 -2.3071 2.5420 0.162
H -3.3209 -1.4003 1.1702 0.138
H -0.7538 -0.7682 2.7115 0.167
H -2.3372 0.1053 2.7423 0.183
H -0.3874 2.1081 0.4911 0.201
H -1.2766 2.1056 2.0578 0.191
H 0.3628 1.3299 1.9076 0.174
H -1.0370 -1.6653 0.0201 0.383
C 1.7369 -1.0491 0.5083 -0.265
O 1.0244 -0.3992 -0.5463 -0.492
C -0.2905 -0.4751 -0.5551 0.167
H 2.5280 -1.6468 0.0450 0.202
H 2.1790 -0.2876 1.1633 0.185
H 1.0502 -1.6826 1.0854 0.214
H -0.6583 0.2077 -1.3387 0.145
```